{"formula": "C25H28ClF4N3NiOS3", "method": "ωB97M-V with the def2-TZVPD basis set", "elements": ["Ni", "C", "C", "S", "C", "C", "S", "C", "C", "S", "H", "H", "H", "H", "H", "H", "H", "H", "H", "H", "H", "H", "F", "C", "C", "C", "C", "C", "C", "C", "H", "H", "H", "H", "H", "H", "N", "C", "O", "C", "C", "C", "N", "C", "C", "H", "H", "H", "H", "H", "H", "Cl", "F", "C", "F", "F", "C", "C", "C", "N", "C", "C", "H", "H", "H", "H"], "positions_angstrom": [[-0.04236, 0.13045, -0.29798], [3.58162, -1.43345, 1.23662], [3.53493, 0.02079, 1.69439], [2.18982, 1.04751, 1.02666], [3.08796, 2.20141, -0.03478], [3.71681, 1.60749, -1.28843], [2.45575, 0.88688, -2.36865], [3.04100, -0.79615, -2.66832], [2.94067, -1.78560, -1.51565], [4.35227, -1.75116, -0.36529], [2.58700, -1.88120, 1.24268], [4.17830, -1.99028, 1.96271], [4.47476, 0.52590, 1.46680], [3.41529, 0.04661, 2.77956], [3.84290, 2.70456, 0.57312], [2.34724, 2.95699, -0.30163], [4.44523, 0.84322, -1.02659], [4.24335, 2.40353, -1.81930], [4.05339, -0.76257, -3.07524], [2.38536, -1.13697, -3.47151], [2.88927, -2.79358, -1.92980], [2.02080, -1.62646, -0.95537], [-6.26123, -1.28835, 0.66074], [-5.04972, -0.69023, 0.75724], [-4.23686, -0.98804, 1.83023], [-2.99850, -0.36695, 1.91610], [-2.55328, 0.53932, 0.94774], [-1.19173, 1.13890, 1.00086], [-3.42476, 0.81450, -0.11336], [-4.66732, 0.20971, -0.21704], [-4.57188, -1.69038, 2.58241], [-2.36312, -0.58621, 2.76732], [-0.79221, 1.08365, 2.01868], [-1.24132, 2.20345, 0.75178], [-3.12046, 1.52147, -0.87655], [-5.33652, 0.42724, -1.03885], [-0.10951, -4.67268, 5.16736], [-0.97134, -4.50515, 4.12929], [-1.99717, -5.14031, 4.01362], [-0.58644, -3.45442, 3.12108], [-1.07342, -3.57261, 1.83174], [-0.73487, -2.61116, 0.89224], [0.02922, -1.55549, 1.18426], [0.46810, -1.42919, 2.43661], [0.20207, -2.35144, 3.43077], [-0.31391, -5.40875, 5.82177], [0.81638, -4.28729, 5.14900], [-1.71708, -4.40013, 1.56954], [-1.07982, -2.67323, -0.13060], [1.03362, -0.53292, 2.66330], [0.57144, -2.17354, 4.43206], [-0.14016, -1.39007, -2.05457], [-1.93556, 4.39672, -5.89811], [-1.67209, 4.87082, -4.67467], [-0.69798, 5.78746, -4.79667], [-2.77009, 5.52074, -4.25139], [-1.28053, 3.78177, -3.71231], [-0.73416, 4.12553, -2.48428], [-0.40510, 3.10443, -1.61497], [-0.57073, 1.81364, -1.90224], [-1.10141, 1.49488, -3.07928], [-1.47666, 2.44968, -4.01633], [-0.56939, 5.15810, -2.20957], [-0.00061, 3.32672, -0.63470], [-1.21209, 0.43693, -3.27347], [-1.90319, 2.14500, -4.96077]], "homo_energy_ev": [-7.08, -7.78], "spin_multiplicity": 3, "e_lumo_ev": [-0.25, -0.28], "energy_ha": -4771.55269}


{"formula": "C25H28N2O2", "method": "ωB97M-V with the def2-TZVPD basis set", "elements": ["C", "C", "C", "C", "C", "C", "C", "C", "C", "C", "N", "C", "O", "N", "C", "C", "C", "C", "C", "C", "C", "C", "C", "C", "C", "C", "O", "C", "C", "H", "H", "H", "H", "H", "H", "H", "H", "H", "H", "H", "H", "H", "H", "H", "H", "H", "H", "H", "H", "H", "H", "H", "H", "H", "H", "H", "H"], "positions_angstrom": [[2.61947, 5.90711, 0.60489], [1.76151, 5.24965, 1.37827], [0.73335, 5.97387, 2.19839], [1.76454, 3.78008, 1.46126], [0.58305, 3.05674, 1.61251], [0.59750, 1.67862, 1.68663], [1.79008, 0.96373, 1.61869], [1.74278, -0.55793, 1.70692], [3.09448, -1.21387, 1.40636], [1.30334, -0.96939, 3.11565], [0.82751, -1.07374, 0.68454], [-0.52280, -1.19183, 0.73227], [-1.20853, -0.95791, 1.71332], [-1.10919, -1.62194, -0.44014], [-2.54086, -1.85198, -0.44732], [-3.25835, -0.85477, -1.31842], [-4.13454, -1.26350, -2.31373], [-4.77883, -0.33057, -3.10884], [-4.54486, 1.02026, -2.92152], [-3.66794, 1.43613, -1.93260], [-3.03011, 0.50442, -1.13559], [-0.41128, -1.83092, -1.69384], [0.41742, -3.07895, -1.68868], [0.07561, -4.39684, -1.75985], [1.28314, -5.12974, -1.64810], [2.26949, -4.20534, -1.51629], [1.75821, -2.96187, -1.53807], [2.97064, 1.68317, 1.48371], [2.95703, 3.06362, 1.40725], [3.33656, 5.39998, -0.01732], [2.61989, 6.98282, 0.54994], [0.97958, 7.03009, 2.27284], [-0.25045, 5.88763, 1.73755], [0.67456, 5.54970, 3.19915], [-0.36401, 3.57273, 1.65982], [-0.33332, 1.14806, 1.80814], [3.82216, -0.96250, 2.17273], [2.97087, -2.29511, 1.39702], [3.47587, -0.90165, 0.43573], [1.99942, -0.56008, 3.84401], [0.30572, -0.60207, 3.32861], [1.29399, -2.05378, 3.19956], [1.28788, -1.27164, -0.18696], [-2.74756, -2.87523, -0.78006], [-2.87077, -1.74354, 0.59045], [-4.31982, -2.31827, -2.46411], [-5.46215, -0.66019, -3.87796], [-5.04540, 1.74785, -3.54330], [-3.48437, 2.48988, -1.78164], [-2.35124, 0.82306, -0.35845], [-1.17214, -1.90192, -2.47516], [0.22809, -0.97161, -1.93133], [-0.90946, -4.79816, -1.88007], [1.39409, -6.19421, -1.66520], [3.33183, -4.29569, -1.40720], [3.92324, 1.17871, 1.44510], [3.89281, 3.59673, 1.32429]], "homo_energy_ev": -8.40, "e_lumo_ev": 0.71, "energy_ha": -1229.43799, "smiles": "C=C(C)c1ccc(C(C)(C)NC(=O)N(Cc2ccccc2)Cc2ccco2)cc1"}


{"formula": "C25H28N2O6S", "method": "ωB97M-V with the def2-TZVPD basis set", "elements": ["C", "N", "C", "C", "N", "C", "C", "C", "C", "C", "C", "C", "C", "C", "C", "C", "O", "H", "H", "H", "H", "H", "H", "H", "H", "H", "H", "H", "H", "H", "H", "H", "C", "C", "O", "C", "C", "O", "C", "S", "C", "C", "C", "C", "C", "C", "O", "O", "O", "H", "H", "H", "H", "H", "H", "H", "H", "H", "H", "H", "H", "H"], "positions_angstrom": [[-4.31886, -0.19253, 3.84431], [-4.09077, -1.59620, 3.49954], [-5.09894, -2.54874, 3.56647], [-4.65422, -3.68784, 2.97323], [-3.37204, -3.45368, 2.51350], [-2.54351, -4.42622, 1.81527], [-3.02281, -2.15475, 2.81508], [-1.86064, -1.46497, 2.25108], [-1.35747, -0.26256, 2.86938], [-0.80340, 0.76214, 2.15803], [-0.61756, 2.09879, 2.66678], [-0.67734, 3.19354, 1.78212], [-0.65932, 4.48723, 2.24927], [-0.55585, 4.73618, 3.60850], [-0.47943, 3.67813, 4.49865], [-0.51957, 2.38139, 4.04242], [-1.35659, -1.90126, 1.20182], [-3.38074, 0.32411, 4.00883], [-4.84591, 0.30570, 3.03428], [-4.91295, -0.11760, 4.75293], [-6.09771, -2.37490, 3.93038], [-5.22811, -4.58174, 2.78532], [-1.52620, -4.04959, 1.74413], [-2.54310, -5.36606, 2.36084], [-2.92226, -4.59782, 0.81205], [-1.53327, -0.13418, 3.92206], [-0.64293, 0.59988, 1.10512], [-0.81239, 3.00877, 0.72908], [-0.76357, 5.31219, 1.55996], [-0.54752, 5.75176, 3.97338], [-0.40875, 3.87174, 5.55641], [-0.47911, 1.57350, 4.74980], [9.30209, -0.16743, 3.36546], [8.65901, -1.22213, 2.48741], [7.44046, -0.75848, 1.96407], [7.02124, -1.57577, 0.93583], [5.81649, -1.22381, 0.27434], [5.29137, -1.78452, -0.85863], [6.19884, -2.53933, -1.63801], [4.82183, 0.14638, 0.89969], [3.21709, -0.33369, 0.25416], [2.68577, 0.33204, -0.82213], [1.45684, -0.04215, -1.32783], [0.77099, -1.08795, -0.74806], [1.29971, -1.73883, 0.34603], [2.53036, -1.36720, 0.84412], [4.60268, 0.10420, 2.39224], [5.22926, 1.39811, 0.15657], [7.68782, -2.55609, 0.59483], [10.08636, -0.57657, 4.00624], [9.73065, 0.63061, 2.75328], [8.53072, 0.28629, 3.99067], [9.29498, -1.48378, 1.62833], [8.43231, -2.16325, 3.01278], [5.69501, -3.42728, -2.01860], [6.55665, -1.91409, -2.46289], [7.04799, -2.85003, -1.03682], [3.23804, 1.14492, -1.26053], [1.04065, 0.47701, -2.17356], [-0.18867, -1.39233, -1.13705], [0.72825, -2.51663, 0.83100], [2.95155, -1.87301, 1.69837]], "homo_energy_ev": -4.26, "e_lumo_ev": -2.71, "energy_ha": -1928.35030}


{"formula": "C25H28N2O7", "method": "ωB97M-V with the def2-TZVPD basis set", "elements": ["C", "C", "O", "C", "C", "C", "N", "C", "C", "O", "C", "C", "C", "O", "C", "C", "C", "C", "N", "C", "O", "C", "O", "C", "C", "C", "C", "C", "C", "C", "O", "O", "C", "C", "H", "H", "H", "H", "H", "H", "H", "H", "H", "H", "H", "H", "H", "H", "H", "H", "H", "H", "H", "H", "H", "H", "H", "H", "H", "H", "H", "H"], "positions_angstrom": [[-3.03058, 3.30512, 3.82103], [-3.54373, 2.29822, 2.79653], [-2.54171, 1.40173, 2.36152], [-1.56246, 1.84803, 1.50132], [-1.54733, 3.06855, 0.85440], [-0.53203, 3.42983, -0.03484], [-0.61173, 4.70671, -0.59280], [0.56394, 5.40539, -1.06493], [0.27352, 6.90839, -0.98448], [-0.85494, 7.26378, -1.75096], [-1.99320, 6.55478, -1.32208], [-1.76439, 5.04390, -1.40526], [0.51328, 2.51578, -0.27126], [1.47868, 2.88150, -1.16852], [2.49178, 1.96302, -1.53266], [2.00101, 0.88605, -2.49543], [0.51441, 1.30201, 0.40164], [-0.50507, 0.95660, 1.27386], [-0.55279, -0.27530, 1.94596], [0.35438, -1.27581, 1.94500], [1.40429, -1.29159, 1.34269], [-0.09599, -2.45841, 2.82768], [0.80730, -3.53180, 2.76638], [1.00679, -4.15617, 1.58379], [2.04368, -5.10583, 1.57518], [2.32359, -5.82221, 0.44300], [1.58146, -5.62744, -0.72988], [1.81294, -6.32943, -1.95210], [1.04831, -6.07643, -3.03252], [-0.02303, -5.09674, -2.99238], [-0.75043, -4.81940, -3.91381], [-0.21668, -4.44137, -1.80253], [0.54407, -4.68186, -0.71249], [0.25366, -3.95433, 0.43733], [-2.62335, 2.78235, 4.68300], [-2.24630, 3.92440, 3.39329], [-3.84752, 3.94199, 4.14842], [-4.00167, 2.80901, 1.94122], [-4.29989, 1.65317, 3.25368], [-2.32914, 3.78985, 1.02679], [1.41198, 5.16476, -0.42652], [0.80922, 5.14168, -2.10363], [1.10795, 7.48399, -1.38794], [0.10988, 7.18926, 0.06759], [-2.81047, 6.86221, -1.97695], [-2.23318, 6.82924, -0.28265], [-2.64590, 4.50908, -1.05358], [-1.58518, 4.77170, -2.45869], [2.94961, 1.51327, -0.64421], [3.24242, 2.58649, -2.02800], [2.83897, 0.26870, -2.80655], [1.25452, 0.25114, -2.02620], [1.55780, 1.34940, -3.37354], [1.30055, 0.58413, 0.25160], [-1.38512, -0.36807, 2.51344], [-1.11160, -2.77274, 2.55006], [-0.09475, -2.14599, 3.87616], [2.61040, -5.24271, 2.48171], [3.12467, -6.54591, 0.43855], [2.60875, -7.06025, -1.98600], [1.18569, -6.58036, -3.97537], [-0.54536, -3.23377, 0.38245]], "homo_energy_ev": -7.34, "e_lumo_ev": 0.30, "energy_ha": -1605.62872, "smiles": "CCOc1cc(N2CCOCC2)c(OCC)cc1NC(=O)COc1ccc2ccc(=O)oc2c1"}